{
  "formula": "C10H13N2O",
  "method": "the ωB97M-V functional and the def2-TZVPD basis",
  "species": ["C", "C", "H", "H", "H", "H", "H", "H", "H", "H", "H", "C", "H", "C", "C", "N", "C", "H", "N", "C", "C", "C", "O", "H", "H", "C"],
  "coordinates": [[0.189969, -1.060645, 0.131371], [-3.791590, 0.675892, -0.282869], [-3.855280, 1.266386, -1.242748], [-1.390649, 1.929490, 0.171789], [-4.523277, -0.224811, -0.297025], [1.151648, 0.748541, 2.425644], [3.839487, -0.396981, -1.860713], [-3.242456, -1.744551, -0.314876], [2.410253, 0.594836, -1.257287], [3.538737, -2.048975, -0.319404], [2.169796, 2.711185, -0.388035], [1.152184, 1.211971, 0.429870], [-0.852324, -2.900192, 0.182017], [-2.427585, 0.153282, -0.143274], [-1.309898, 0.884943, 0.112168], [1.527529, -1.652641, 0.055354], [-0.032720, 0.361468, 0.196546], [2.392546, 2.066078, 1.977004], [2.919217, -0.337973, -1.274133], [2.725650, -1.358624, -0.518352], [-0.981848, -1.840430, 0.118169], [-2.280207, -1.251266, -0.080447], [1.572551, 2.034464, -0.691126], [-4.214767, 1.242234, 0.485623], [1.668879, -2.431406, 0.709057], [1.644151, 1.367731, 1.675686]],
  "forces_ev_per_angstrom": [[-1.21, 2.06, -0.43], [-1.68, -1.48, -2.60], [-0.30, -0.63, 0.94], [-0.07, 1.40, 0.14], [1.13, 1.52, -0.53], [0.36, 0.26, 0.01], [-2.35, 0.57, 1.61], [1.17, -0.66, 0.59], [0.21, -1.16, -0.26], [-0.23, -0.17, -0.19], [0.41, 0.51, 0.40], [0.53, 2.55, 0.94], [-0.25, -0.59, -0.16], [0.12, -2.55, 1.29], [1.22, 0.40, -0.39], [1.20, -0.94, 1.17], [1.40, -2.09, -0.66], [0.47, 0.29, 0.00], [3.09, 1.34, -2.43], [-3.20, -0.20, 1.11], [-0.60, 0.52, -0.78], [1.21, 0.43, -0.32], [-1.04, -2.07, 0.83], [0.04, 1.29, 1.44], [-0.47, 0.33, -0.40], [-1.15, -0.93, -1.31]],
  "charge": 1,
  "smiles": "C=C(O)c1cc(C)ccc1NC=[NH2+]",
  "relative_energy_ev": 2.354,
  "gap_ev": 9.08
}

=====

{
  "formula": "ClNO4S",
  "method": "the ωB97M-V functional and the def2-TZVPD basis",
  "species": ["O", "O", "O", "N", "S", "O", "Cl"],
  "coordinates": [[-0.815533, -1.873134, 0.356745], [0.075580, 0.525740, 1.686802], [1.935298, 0.740426, 0.439718], [0.839131, 0.422503, 0.784756], [-0.341111, -0.439134, -0.611909], [0.079782, -0.547308, -1.942818], [-1.773148, 1.170907, -0.713293]],
  "forces_ev_per_angstrom": [[1.75, 6.22, -4.27], [1.82, 0.44, 0.52], [-0.97, -0.30, 1.17], [-1.23, 0.10, -1.61], [-3.14, -4.81, 4.91], [0.94, -0.41, -1.21], [0.83, -1.24, 0.49]],
  "smiles": "O=[N+]([O-])S(=O)(=O)Cl",
  "relative_energy_ev": 3.153,
  "gap_ev": 8.65
}

=====

{
  "formula": "C37H71IN10O3P",
  "method": "the ωB97M-V functional and the def2-TZVPD basis",
  "species": ["C", "H", "H", "H", "C", "H", "C", "H", "H", "H", "O", "C", "N", "H", "C", "H", "H", "H", "H", "H", "H", "H", "C", "O", "H", "C", "C", "C", "C", "C", "N", "H", "H", "H", "H", "H", "O", "H", "H", "H", "H", "C", "H", "C", "H", "H", "H", "H", "C", "H", "H", "H", "H", "H", "C", "N", "H", "C", "H", "H", "H", "H", "H", "C", "H", "C", "H", "H", "C", "C", "H", "H", "H", "C", "H", "H", "C", "P", "C", "H", "H", "H", "H", "C", "H", "C", "C", "C", "N", "C", "H", "H", "C", "C", "H", "C", "H", "H", "H", "C", "I", "C", "H", "N", "H", "N", "C", "N", "H", "N", "H", "H", "N", "C", "H", "H", "H", "C", "H", "H", "N", "C", "H"],
  "coordinates": [[2.173199, 1.153973, -8.156924], [2.200167, -5.315374, 0.651746], [-3.431961, -3.018000, 2.393753], [-2.614584, 6.546683, 7.017641], [-0.563441, -2.810808, 3.132198], [-1.141138, -1.231313, -1.918866], [-0.503274, 1.900495, -4.902208], [6.496415, 4.757014, -8.065708], [-4.078388, -6.171753, 4.249480], [-1.081239, -2.051159, 3.719512], [2.805389, -2.703094, 4.290489], [7.835566, 3.344566, -9.027836], [3.756376, -4.370601, -0.881166], [-2.582646, -2.605252, -0.665507], [-2.472977, 7.616347, 7.178990], [1.628818, -4.174633, 2.670020], [8.199228, 3.148231, -10.037646], [2.302111, 2.058530, -4.956637], [-0.351245, -3.669937, 3.766138], [2.588599, -2.962692, 1.796124], [0.838124, -5.395411, -0.490750], [-9.411273, -7.535136, 5.101165], [2.852676, 1.255501, -9.528821], [2.246002, -0.282559, 3.824610], [2.373545, 4.049372, 2.721347], [2.518964, -4.188016, -1.089711], [1.861425, 1.007090, -3.221157], [1.884449, 1.633547, -10.639708], [1.567815, 2.418645, -7.740037], [0.061470, 7.416930, 7.305228], [4.762650, 3.984246, -10.550694], [-3.619064, -0.380494, -1.305782], [-7.033699, -4.579661, 5.555150], [-8.098918, -3.734141, 6.677682], [1.066781, 0.913402, -10.716362], [0.805046, -2.732489, 0.106706], [0.701043, -1.631117, 5.389479], [-0.127214, 1.657795, -5.893240], [-3.665215, -1.859259, 0.513550], [7.956956, 1.278524, -8.392512], [-2.255293, -3.999223, 4.394845], [-2.670926, -4.620720, 3.596890], [3.311657, 0.287874, -9.741555], [0.053353, 5.975934, 7.058780], [2.197018, -0.023782, 2.895086], [-9.436616, -5.046732, 5.020373], [-8.087886, -7.499453, 6.261432], [2.253072, 2.167950, 4.383263], [-7.769745, -4.719413, 6.349046], [-9.695783, -5.641029, 6.649187], [0.901874, 2.967768, 5.188372], [0.699843, 2.360001, 3.543424], [-2.633474, 0.380171, -0.060726], [-2.416647, 8.101680, 6.202615], [-1.221395, 7.889439, 8.001831], [1.097831, 3.411854, -7.417076], [1.456109, 2.621402, -10.466242], [-0.276194, 4.573556, 2.540609], [3.654633, 1.991606, -9.483379], [2.400881, 1.664771, -11.597742], [7.319358, 5.411867, -9.477321], [0.178296, 7.920732, 6.342580], [0.889052, -3.660972, -2.422029], [-8.542520, -6.961380, 5.426817], [8.697142, 3.654180, -8.434564], [1.939046, -3.412878, -2.243429], [0.942599, 7.647426, 7.905996], [1.014669, 6.105407, 3.100056], [5.676570, 4.216978, -9.894607], [-1.584296, -1.817172, 1.086295], [-1.812555, -1.036380, 1.830144], [-4.842055, -4.886968, 3.331073], [2.588600, 4.635421, 4.361626], [-2.673353, -0.464877, -0.760366], [-2.002319, -5.483628, 3.475573], [1.384020, 0.398114, -8.176437], [-2.686987, -1.767086, 0.030226], [1.625507, -1.658902, 4.273488], [-8.949828, -5.547583, 5.858862], [-4.342078, -4.601702, 4.997385], [0.541212, 3.773069, -4.702262], [0.017390, 3.061469, -3.180405], [-3.357997, 7.995406, 7.688180], [1.404896, 2.835847, 4.230000], [2.505288, -3.621080, -3.154814], [-1.342097, -3.148920, 1.842271], [-2.692078, -3.814968, 2.284799], [1.868213, 4.180164, 3.681082], [-6.832665, -6.932545, 3.453622], [0.815233, -3.644026, 0.722482], [-0.825205, 0.249959, -1.358176], [0.182734, 5.303784, 4.439336], [6.847210, 4.516051, -9.071690], [-7.580327, -6.946063, 4.325934], [6.854097, 2.258717, -7.426199], [-4.060832, -5.097339, 4.063164], [-7.271450, -5.203998, 7.191057], [6.385277, 1.731549, -9.047463], [4.328286, -3.977785, -1.630697], [0.685705, 5.139199, 3.485778], [-3.508408, -5.095257, 0.769886], [1.582484, -4.730072, -0.038063], [3.408085, -2.584375, 5.045649], [1.868488, 0.024521, -2.623840], [-0.524848, -4.969027, 1.441971], [-1.572744, -0.334857, -1.712731], [1.574869, -3.313745, 1.999276], [0.811404, -2.252561, 2.774310], [-0.666194, 0.973420, -4.349461], [-0.560509, -4.055503, 0.988209], [-1.295976, 7.401706, 8.975034], [-0.656494, -1.509264, 0.583978], [-1.024785, 4.132697, 1.788520], [7.221627, 2.081129, -8.439446], [2.500610, 2.961031, -3.457668], [2.020890, -2.337661, -2.053127], [-1.474260, 2.377973, -5.028928], [0.443826, 2.833087, -4.160139], [2.890134, 0.858597, -7.387320], [-1.120699, 8.959123, 8.189452], [0.004706, 4.842439, 6.873568], [1.852487, 2.256020, -3.981093], [0.664697, -1.450154, 2.155829]],
  "forces_ev_per_angstrom": [[0.03, -0.06, -0.05], [-0.17, -0.04, -0.08], [0.07, -0.05, -0.04], [0.01, 0.00, -0.01], [-0.03, 0.23, -0.15], [-0.18, 0.04, -0.14], [-0.04, -0.07, 0.10], [0.01, 0.01, -0.01], [-0.03, 0.10, -0.10], [0.11, -0.12, 0.02], [0.10, 0.28, 0.37], [-0.03, -0.03, 0.00], [0.09, 0.00, -0.02], [-0.04, 0.03, 0.07], [0.00, 0.00, 0.02], [0.04, 0.04, -0.15], [0.00, 0.00, 0.00], [0.01, 0.01, 0.00], [-0.07, 0.00, -0.11], [-0.11, 0.04, 0.01], [0.11, 0.09, -0.04], [0.01, -0.01, 0.02], [-0.02, -0.01, -0.02], [-0.26, -0.22, -0.13], [0.03, 0.00, 0.02], [0.15, 0.18, 0.19], [0.00, -0.19, 0.06], [0.01, 0.00, 0.00], [0.19, -0.24, -0.18], [0.02, 0.07, 0.04], [0.09, -0.05, 0.08], [0.06, -0.04, 0.10], [0.01, -0.01, 0.00], [0.01, 0.00, 0.00], [0.00, 0.00, 0.00], [-0.12, -0.19, 0.02], [0.22, 0.09, -0.14], [0.02, -0.01, -0.02], [0.08, -0.11, -0.09], [0.00, 0.00, 0.00], [0.01, -0.01, -0.05], [0.06, -0.10, -0.09], [0.00, -0.01, 0.02], [-0.09, -0.18, 0.03], [0.22, 0.15, 0.13], [-0.01, 0.00, 0.00], [-0.01, 0.00, 0.00], [-0.03, 0.04, 0.01], [-0.02, 0.01, -0.01], [-0.01, -0.02, -0.01], [-0.01, -0.02, 0.00], [0.01, -0.02, 0.00], [-0.09, -0.03, -0.15], [0.00, 0.00, 0.00], [-0.03, -0.03, -0.02], [-0.09, 0.36, 0.14], [0.00, 0.00, 0.01], [-0.23, 0.16, -0.12], [0.01, 0.00, 0.02], [0.00, 0.01, 0.00], [0.00, 0.00, 0.02], [0.01, 0.00, 0.01], [0.09, 0.04, 0.03], [-0.05, 0.04, 0.05], [0.00, 0.02, 0.00], [-0.01, -0.09, -0.09], [-0.01, 0.02, -0.01], [0.00, -0.01, 0.00], [-0.15, 0.06, -0.13], [-0.08, 0.21, 0.15], [0.05, -0.10, -0.08], [0.08, -0.08, 0.05], [-0.06, 0.05, 0.03], [-0.07, 0.23, 0.03], [-0.03, 0.13, 0.05], [0.00, 0.00, 0.01], [-0.03, -0.21, 0.03], [-0.03, -0.04, -0.10], [0.03, 0.02, 0.00], [0.05, -0.04, -0.11], [0.04, -0.01, -0.02], [0.09, 0.05, 0.03], [0.00, 0.00, 0.00], [0.15, 0.05, 0.04], [-0.07, 0.03, 0.08], [-0.02, -0.06, -0.14], [0.07, 0.15, 0.27], [-0.10, -0.05, -0.05], [-0.04, 0.06, 0.10], [-0.02, 0.32, -0.02], [-0.08, 0.04, -0.07], [-0.04, -0.02, -0.05], [0.08, -0.02, 0.03], [0.09, -0.07, -0.16], [0.00, 0.00, 0.00], [-0.02, 0.09, 0.13], [0.00, -0.01, 0.00], [-0.01, 0.01, 0.00], [-0.07, 0.01, -0.01], [0.16, -0.07, 0.00], [-0.07, -0.07, -0.15], [-0.14, -0.32, 0.09], [-0.09, -0.20, -0.14], [-0.06, 0.16, 0.06], [-0.18, -0.04, -0.27], [0.49, -0.09, 0.19], [0.11, 0.02, -0.01], [0.03, -0.15, 0.23], [0.00, -0.01, 0.04], [0.21, -0.06, 0.36], [0.00, 0.00, 0.00], [-0.10, 0.01, 0.07], [0.12, -0.09, 0.07], [0.01, 0.00, -0.01], [0.01, 0.01, -0.03], [-0.09, -0.10, -0.06], [0.00, 0.00, -0.01], [-0.21, -0.05, 0.04], [-0.01, -0.02, -0.02], [0.03, 0.00, 0.00], [0.07, 0.14, -0.01], [-0.04, 0.07, -0.04], [-0.13, -0.06, -0.06]],
  "charge": 1,
  "gap_ev": 8.26
}

=====

{
  "formula": "C7H10O3PPdS6",
  "method": "the ωB97M-V functional and the def2-TZVPD basis",
  "species": ["O", "S", "S", "H", "H", "C", "O", "H", "H", "H", "C", "S", "Pd", "S", "C", "H", "H", "H", "C", "H", "P", "C", "S", "O", "C", "C", "S", "H"],
  "coordinates": [[-3.164232, -2.958034, 0.010564], [-0.113638, 2.319459, 0.532053], [4.211284, 2.073657, 0.657364], [-4.699075, -4.417904, 1.573419], [-4.955537, -4.871221, -0.117921], [1.563055, 2.606161, 0.532154], [-1.969614, -1.982652, 1.837863], [-1.399459, -0.137837, 4.561939], [-2.540957, -1.484077, 4.335938], [-4.126107, -5.994967, 0.981870], [-4.259240, -4.940165, 0.721418], [-0.302543, -2.633257, -0.569840], [-0.205229, -0.081140, 0.031792], [2.131323, 4.239864, 0.748873], [-2.928615, -4.313554, 0.357960], [-0.347708, -1.834479, 3.088876], [-2.471613, -4.829447, -0.491711], [-0.684043, -0.373471, 2.176077], [2.547270, 1.581242, 0.489374], [-2.757100, 0.025039, 3.429203], [-1.959916, -1.861569, 0.213882], [-1.149341, -1.197979, 2.710632], [-2.713632, -0.159991, -0.458011], [4.783034, 4.723845, 0.216891], [3.891700, 3.873882, 0.091459], [-2.016257, -0.667816, 3.831418], [2.191988, -0.080664, 0.433497], [-2.230697, -4.379324, 1.195367]],
  "forces_ev_per_angstrom": [[-0.02, 0.02, -0.01], [0.16, -0.08, -0.11], [-0.03, -0.03, -0.02], [0.01, -0.03, -0.03], [0.03, 0.00, 0.04], [0.08, -0.05, 0.11], [0.00, 0.13, 0.07], [-0.03, -0.01, -0.03], [0.02, 0.03, 0.00], [-0.02, 0.04, -0.01], [-0.03, -0.03, 0.00], [-0.06, 0.29, 0.07], [0.55, 0.54, -0.48], [-0.03, -0.02, -0.03], [-0.02, 0.01, -0.02], [0.03, -0.07, 0.00], [0.02, 0.01, -0.01], [0.06, 0.13, -0.06], [-0.05, 0.08, 0.11], [0.01, -0.01, 0.01], [-0.64, -0.72, 0.19], [-0.20, -0.24, 0.14], [0.22, -0.13, 0.08], [-0.34, -0.32, -0.04], [0.33, 0.31, 0.06], [-0.04, -0.02, 0.02], [-0.03, 0.17, -0.09], [0.00, 0.01, 0.02]],
  "charge": -2,
  "s2": 3.7672,
  "multiplicity": 4,
  "relative_energy_ev": 0.245,
  "gap_ev": [4.02, 6.40]
}

=====

{
  "formula": "C4H6N2O2",
  "method": "the ωB97M-V functional and the def2-TZVPD basis",
  "species": ["C", "C", "H", "O", "C", "N", "N", "H", "C", "H", "H", "H", "O", "H"],
  "coordinates": [[0.885337, -0.947852, -0.033629], [1.980400, 1.024790, 0.007318], [0.713536, -1.541107, 0.875163], [-2.135314, 1.283008, 0.039392], [-1.483428, 0.264564, -0.008740], [-0.119280, 0.276658, -0.054585], [-2.047627, -0.983012, -0.077532], [0.267211, 2.372986, -0.010759], [0.706908, 1.398775, -0.016701], [2.886857, 1.589903, 0.026993], [-3.032931, -1.025873, 0.112374], [-1.506948, -1.810008, 0.093274], [2.141916, -0.352705, -0.014302], [0.743359, -1.550132, -0.938270]],
  "forces_ev_per_angstrom": [[-2.13, 1.32, -0.03], [-0.40, 0.12, -0.03], [0.05, 0.06, -0.13], [-0.35, 0.45, 0.05], [0.28, -0.15, -0.09], [1.99, -2.17, 0.02], [-0.02, -0.17, -0.03], [0.01, 0.27, 0.00], [0.18, 0.00, 0.06], [0.15, 0.17, 0.01], [0.00, 0.02, 0.01], [-0.01, -0.05, 0.05], [0.21, 0.09, 0.00], [0.04, 0.04, 0.11]],
  "smiles": "NC(=O)N1C=COC1",
  "relative_energy_ev": 1.202,
  "gap_ev": 8.65
}

=====

{
  "formula": "C3H12N2OS",
  "method": "the ωB97M-V functional and the def2-TZVPD basis",
  "species": ["C", "O", "H", "N", "H", "H", "H", "H", "C", "H", "H", "H", "S", "H", "C", "H", "H", "N", "H"],
  "coordinates": [[1.234847, -0.364938, -0.622742], [-2.193936, 0.288920, 2.146573], [-2.118532, -0.653707, -0.249564], [-1.993202, 1.113625, -0.929091], [2.011852, -0.366756, 1.402722], [3.837899, 1.041972, 0.280407], [2.285063, -1.849946, 0.428968], [-1.435578, 1.751643, -1.447111], [2.255804, -0.836567, 0.459835], [-1.021066, -0.749129, -1.698756], [1.694389, 0.612661, -1.042927], [-2.998141, 1.148311, -1.189705], [3.998135, -0.317989, 0.016087], [-2.912038, 0.823016, 2.396168], [-1.278042, -0.139806, -0.777059], [1.357912, -1.150799, -1.402167], [-2.425036, 0.163691, 1.164714], [-0.110911, -0.173950, -0.004043], [-0.189414, -0.340247, 1.067698]],
  "forces_ev_per_angstrom": [[1.51, 0.57, 1.13], [0.96, -1.58, -3.20], [1.21, -0.97, -0.22], [0.73, 0.58, 0.17], [0.02, -0.42, 0.46], [0.07, -1.22, -0.18], [0.03, -3.03, 0.63], [-0.04, 0.87, -0.56], [0.49, 3.99, -1.00], [-0.40, 0.98, 0.59], [-1.41, -1.09, 0.36], [1.35, -0.69, 0.21], [-1.01, 0.84, 0.30], [-1.44, 1.29, 1.09], [-3.60, -1.52, -1.84], [-1.24, 0.76, -0.03], [0.44, 0.47, 2.46], [2.26, -0.69, 1.56], [0.09, 0.84, -1.94]],
  "charge": 1,
  "s2": 0.7553,
  "multiplicity": 2,
  "relative_energy_ev": 1.286,
  "gap_ev": [10.03, 4.98]
}

=====

| no. | total energy (Ha) |
| --- | --- |
| 1 | -573.32407 |
| 2 | -1213.85203 |
| 3 | -2864.58670 |
| 4 | -3356.95511 |
| 5 | -415.99645 |
| 6 | -704.05844 |